No. 1
Below is 2 unconnected molecules or ions with the total composition C24H28NO3 in a non-equilibrium geometry, with properties calculated with ωB97M-V/def2-TZVPD.

## Properties
E_HOMO, eV: -9.97
Max |F|, eV/A: 2.5
Gap between HOMO and LUMO, eV: 5.128
Net charge: +1

The geometry in XYZ format:
```
56
Properties=species:S:1:pos:R:3:forces:R:3
C -1.438 -1.835 1.578 0.46 -0.28 0.20
C -2.581 -1.055 1.015 -1.46 -1.12 -1.67
C -3.235 -0.011 1.867 0.16 0.50 0.32
C -3.174 -1.514 -0.133 0.91 0.36 1.56
N -4.241 -0.890 -0.765 -0.59 0.28 0.15
C -5.112 -1.812 -1.510 0.52 0.47 -0.11
C -6.321 -1.063 -2.045 0.04 0.04 -0.22
O -5.932 0.116 -2.750 0.15 -0.01 0.65
C -5.214 1.034 -1.926 -0.04 0.04 -0.21
C -3.941 0.413 -1.369 -0.06 -0.62 -0.29
H -1.155 -1.431 2.557 0.08 -0.22 -0.20
H -1.710 -2.897 1.704 0.18 0.32 0.02
H -0.559 -1.798 0.921 -0.06 -0.08 0.25
H -2.686 0.062 2.815 -0.21 0.11 -0.18
H -3.238 0.992 1.416 -0.07 -0.20 0.17
H -4.279 -0.274 2.111 0.34 0.09 -0.29
H -2.877 -2.481 -0.562 0.22 0.24 0.04
H -4.552 -2.276 -2.345 -0.15 0.04 0.12
H -5.435 -2.598 -0.814 0.06 0.14 -0.24
H -6.831 -1.676 -2.799 -0.04 0.12 0.39
H -6.999 -0.833 -1.202 0.13 0.11 -0.37
H -4.953 1.863 -2.599 -0.16 -0.10 0.39
H -5.832 1.400 -1.082 0.03 -0.17 -0.40
H -3.504 1.062 -0.598 -0.15 -0.10 -0.28
H -3.199 0.296 -2.191 -0.21 0.05 0.19
C 7.115 3.159 3.690 -0.32 0.06 -0.06
O 5.727 3.542 3.529 -0.41 -0.76 -0.75
C 4.951 2.820 2.683 0.37 -0.04 0.10
C 3.596 3.213 2.541 0.30 -0.01 0.07
C 2.762 2.514 1.696 0.13 -0.22 -0.09
C 3.226 1.395 0.958 0.28 0.36 0.38
C 2.338 0.659 0.101 1.35 -0.82 -0.33
O 2.956 -0.377 -0.525 -1.53 0.64 0.07
C 2.260 -1.175 -1.410 0.11 0.34 0.38
C 0.884 -0.959 -1.660 0.78 -0.82 -0.23
C 0.270 -1.823 -2.609 0.16 0.07 0.14
C 1.011 -2.834 -3.208 -0.57 0.19 -0.04
C 2.372 -3.022 -2.909 0.10 0.43 0.40
C 3.010 -2.178 -2.009 -0.16 -0.28 -0.25
C 0.252 0.085 -0.950 0.41 1.12 0.07
C 0.988 0.920 -0.119 -0.79 -0.46 -0.45
C 4.581 1.020 1.104 -0.03 -0.03 0.00
C 5.432 1.707 1.946 0.03 0.36 0.29
H 7.506 3.880 4.405 0.04 -0.15 -0.11
H 7.200 2.140 4.090 -0.08 0.27 -0.05
H 7.658 3.233 2.738 -0.18 0.05 0.22
H 3.237 4.070 3.113 0.12 -0.26 -0.18
H 1.722 2.814 1.586 0.30 0.10 0.20
H -0.786 -1.648 -2.846 0.43 -0.24 0.06
H 0.526 -3.500 -3.925 0.16 0.25 0.23
H 2.935 -3.825 -3.374 -0.16 0.13 0.02
H 4.064 -2.276 -1.752 -0.28 -0.02 -0.11
H -0.795 0.304 -1.140 0.04 -0.16 0.15
H 0.543 1.790 0.362 0.01 -0.46 -0.17
H 4.987 0.171 0.555 -0.21 0.22 0.11
H 6.473 1.388 2.042 -0.50 0.13 -0.07
```
Positions in Å, forces in eV/Å.

***

No. 2
Below is a molecular structure, C24H29AlF5NO3S, with properties calculated with ωB97M-V/def2-TZVPD.

## Properties
E_HOMO, eV: -8.39
Max |F|, eV/A: 0.3
Gap between HOMO and LUMO, eV: 8.407
Net charge: 0

The geometry in XYZ format:
```
64
Properties=species:S:1:pos:R:3:forces:R:3
Al -0.609 0.637 -1.134 0.03 0.05 -0.34
C 2.975 -2.595 5.182 0.00 -0.02 0.02
C 2.727 -1.907 3.869 -0.03 0.02 0.02
C 2.020 -0.712 3.808 0.02 -0.04 -0.04
C 1.767 -0.079 2.599 -0.01 -0.04 -0.05
C 0.982 1.204 2.568 -0.07 0.02 0.03
C 2.261 -0.651 1.424 0.04 -0.04 -0.07
C 2.989 -1.841 1.457 0.05 0.02 0.03
C 3.564 -2.464 0.213 -0.01 -0.04 -0.03
C 3.200 -2.455 2.686 -0.03 -0.01 -0.04
C 2.013 0.022 0.103 0.04 0.12 0.02
O 2.898 0.446 -0.600 0.00 -0.01 -0.02
O 0.735 0.092 -0.202 -0.11 -0.04 0.28
H 2.499 -2.061 6.003 -0.01 0.01 0.02
H 4.043 -2.658 5.397 0.02 0.00 0.00
H 2.584 -3.613 5.169 -0.01 -0.01 0.00
H 1.651 -0.267 4.723 -0.02 0.02 0.04
H 0.824 1.580 3.578 0.02 0.00 0.01
H 0.009 1.046 2.100 -0.01 0.00 0.01
H 1.501 1.974 1.994 0.01 0.01 -0.02
H 3.058 -2.134 -0.693 -0.02 -0.03 0.01
H 3.507 -3.553 0.272 0.01 0.00 0.00
H 4.616 -2.194 0.105 -0.01 0.02 -0.01
H 3.751 -3.389 2.716 0.02 -0.04 0.00
C 0.909 3.593 -3.878 -0.02 0.02 0.01
C 0.373 2.217 -3.492 0.02 -0.05 -0.03
C -0.473 1.647 -4.627 0.02 0.01 0.00
C -0.433 2.274 -2.188 -0.03 0.11 0.04
H 1.453 3.563 -4.823 0.03 -0.01 -0.04
H 1.583 3.982 -3.114 0.01 0.00 0.02
H 0.082 4.302 -3.990 -0.01 0.01 -0.01
H 1.235 1.557 -3.346 0.00 0.00 0.01
H -1.285 2.338 -4.872 -0.04 0.00 0.01
H -0.913 0.685 -4.362 0.01 -0.03 0.02
H 0.121 1.500 -5.530 0.01 0.02 -0.02
H -1.411 2.737 -2.399 -0.01 -0.01 -0.01
H 0.064 2.971 -1.494 0.00 -0.01 0.01
F 1.077 -5.387 1.169 0.00 0.00 0.00
C 0.512 -4.447 0.411 -0.01 0.10 -0.01
C -0.249 -3.446 0.993 0.05 -0.01 -0.14
F -0.428 -3.428 2.313 0.00 0.01 0.04
C -0.821 -2.476 0.191 0.00 -0.12 0.01
F -1.570 -1.540 0.791 0.01 0.00 0.01
C -0.653 -2.448 -1.189 -0.06 -0.01 0.05
S -1.385 -1.204 -2.212 0.04 -0.06 0.05
C 0.115 -3.467 -1.740 0.02 -0.01 0.03
F 0.325 -3.513 -3.057 0.00 0.00 0.00
C 0.691 -4.458 -0.961 -0.05 0.08 0.06
F 1.428 -5.415 -1.525 0.03 -0.02 -0.01
C -4.964 2.921 -0.170 0.00 0.00 0.00
N -3.948 1.874 -0.242 0.11 0.07 0.04
C -4.276 0.643 -0.957 0.00 -0.06 -0.01
C -2.739 2.052 0.260 0.10 0.00 0.03
C -2.413 3.317 0.990 0.00 -0.01 0.00
O -1.846 1.171 0.141 -0.12 0.02 0.02
H -5.800 2.624 -0.796 0.01 0.02 0.01
H -4.575 3.867 -0.543 -0.01 0.01 0.02
H -5.322 3.053 0.851 -0.01 0.00 -0.01
H -5.335 0.439 -0.818 0.01 -0.03 -0.01
H -3.684 -0.179 -0.566 0.00 -0.01 -0.02
H -4.060 0.748 -2.021 -0.02 -0.01 0.00
H -3.211 3.633 1.658 -0.01 0.00 0.01
H -2.243 4.111 0.259 0.00 0.02 -0.01
H -1.495 3.163 1.550 0.00 0.00 -0.01
```
Positions in Å, forces in eV/Å.

***

No. 3
Below is a molecular structure, C24H29AuNO3PS2, with properties calculated with ωB97M-V/def2-TZVPD.

## Properties
E_HOMO, eV: -7.34
Max |F|, eV/A: 0.7
Gap between HOMO and LUMO, eV: 7.274
Net charge: 0

The geometry in XYZ format:
```
61
Properties=species:S:1:pos:R:3:forces:R:3
Au 0.159 -0.312 0.675 0.70 -0.09 0.21
S -1.358 -0.888 2.251 -0.22 0.08 -0.22
C -1.781 0.674 2.964 0.07 0.09 -0.01
C -2.798 0.692 3.920 0.04 -0.03 -0.05
C -3.141 1.868 4.559 0.01 0.09 0.00
C -2.470 3.047 4.244 -0.05 -0.04 0.05
C -1.473 3.039 3.288 0.02 -0.04 -0.04
C -1.120 1.857 2.631 -0.06 -0.02 0.05
S 0.131 1.912 1.393 -0.04 -0.04 0.07
H -3.316 -0.229 4.157 0.01 0.00 0.00
H -3.931 1.867 5.299 0.01 0.01 0.00
H -2.728 3.973 4.743 -0.01 -0.01 0.00
H -0.951 3.954 3.036 0.00 0.00 -0.01
N 2.004 0.043 -0.412 -0.16 0.06 0.17
C 2.988 -0.983 -0.152 -0.03 0.04 0.02
C 4.265 -0.598 0.224 -0.02 0.00 0.03
C 5.228 -1.552 0.507 0.00 -0.03 0.00
C 4.902 -2.895 0.406 0.01 0.02 0.00
C 3.623 -3.268 0.027 -0.02 0.00 -0.02
C 2.636 -2.326 -0.265 0.00 -0.10 -0.04
C 1.274 -2.783 -0.662 0.02 0.04 0.10
C 1.168 -3.893 -1.504 0.01 0.00 -0.02
C -0.066 -4.420 -1.847 0.03 -0.01 0.00
C -1.219 -3.845 -1.336 -0.04 0.03 0.01
C -1.131 -2.724 -0.521 0.08 -0.09 -0.03
C 0.105 -2.175 -0.185 -0.13 0.03 -0.07
H 2.348 0.931 -0.056 -0.01 0.03 -0.05
H 1.831 0.177 -1.412 0.03 -0.04 0.01
H 4.504 0.457 0.303 -0.01 0.00 0.00
H 6.220 -1.245 0.811 0.00 -0.01 0.00
H 5.637 -3.655 0.638 0.00 0.01 0.00
H 3.363 -4.318 -0.021 0.01 0.00 0.01
H 2.070 -4.338 -1.906 0.00 0.00 0.00
H -0.124 -5.277 -2.506 0.00 0.00 0.01
H -2.191 -4.256 -1.582 0.01 0.00 0.00
H -2.037 -2.267 -0.146 0.00 0.00 0.00
C 0.185 -1.554 -5.136 0.01 -0.01 -0.01
C -1.102 -1.148 -4.453 0.01 -0.01 0.02
O -1.077 0.237 -4.060 0.01 0.04 -0.03
P -0.444 0.554 -2.588 -0.43 -0.02 0.14
O 1.098 0.950 -2.931 0.07 0.03 -0.21
C 1.441 1.959 -3.904 0.01 0.05 -0.02
C 2.734 1.560 -4.575 0.02 0.00 0.00
O -1.021 2.049 -2.373 0.05 -0.02 -0.10
C -2.267 2.186 -1.663 -0.02 0.00 0.02
C -3.361 2.624 -2.610 0.02 -0.01 0.00
H 0.117 -2.589 -5.475 0.00 0.01 0.00
H 1.031 -1.474 -4.451 -0.01 -0.01 0.00
H 0.378 -0.918 -6.002 0.00 0.00 0.00
H -1.284 -1.775 -3.573 0.01 0.01 0.00
H -1.953 -1.250 -5.125 -0.01 0.01 -0.01
H 1.535 2.910 -3.380 -0.01 0.00 0.01
H 0.628 2.045 -4.626 0.01 -0.01 0.00
H 3.519 1.405 -3.834 0.01 0.01 -0.01
H 3.059 2.346 -5.258 -0.01 -0.01 0.00
H 2.608 0.638 -5.142 0.00 0.00 0.01
H -2.093 2.914 -0.872 0.00 0.00 0.00
H -2.524 1.236 -1.181 0.03 0.00 0.01
H -3.120 3.591 -3.051 0.00 0.00 -0.01
H -4.306 2.716 -2.072 0.01 0.00 0.00
H -3.484 1.898 -3.414 -0.01 0.00 0.00
```
Positions in Å, forces in eV/Å.